# 1
{
  "formula": "C16H26N3O",
  "method": "the ωB97M-V functional and the def2-TZVPD basis",
  "spin_multiplicity": 1,
  "total_charge": 1,
  "gap_ev": 9.34,
  "relative_energy_kcal_mol": 0.0,
  "energy_ha": -864.63179,
  "homo_energy_ha": -0.41671,
  "symbols": ["C", "H", "H", "C", "C", "N", "C", "H", "C", "H", "H", "C", "N", "C", "O", "N", "C", "C", "C", "C", "C", "C", "H", "H", "H", "H", "H", "H", "H", "H", "C", "C", "C", "H", "H", "H", "H", "H", "H", "H", "H", "H", "H", "H", "H", "H"],
  "xyz": [[1.5099, 3.4559, -0.7175], [0.8497, 3.0387, -1.4733], [2.4047, 3.8236, -1.2135], [1.8820, 2.4503, 0.3682], [2.6766, 1.2413, -0.1395], [1.8734, 0.0017, -0.3202], [0.9266, 0.1550, -1.4516], [0.2861, 1.0034, -1.2083], [0.0337, -1.0505, -1.7591], [-0.7013, -0.7091, -2.4909], [0.6023, -1.8514, -2.2325], [-0.7076, -1.6391, -0.5510], [-1.5443, -0.6848, 0.1296], [-1.1177, 0.0548, 1.1975], [0.0492, 0.1077, 1.5992], [-2.1820, 0.7363, 1.6867], [-3.3123, 0.4241, 0.9481], [-4.6252, 0.8409, 1.0513], [-5.5232, 0.3294, 0.1286], [-5.1215, -0.5629, -0.8591], [-3.8056, -0.9829, -0.9670], [-2.9061, -0.4780, -0.0469], [-3.5043, -1.6752, -1.7366], [-5.8511, -0.9385, -1.5586], [-6.5573, 0.6299, 0.1783], [-4.9365, 1.5317, 1.8176], [-2.1505, 1.3288, 2.5000], [-0.0001, -2.0366, 0.1826], [-1.3396, -2.4615, -0.8928], [1.5000, 0.4001, -2.3495], [2.7675, -1.1752, -0.4605], [3.4099, -1.6276, 0.8506], [2.4095, -2.2121, 1.8416], [1.8920, -3.0661, 1.4089], [2.9359, -2.5596, 2.7257], [1.6787, -1.4751, 2.1646], [3.9551, -0.8118, 1.3251], [4.1442, -2.3931, 0.5944], [2.1870, -2.0090, -0.8531], [3.5400, -0.9236, -1.1922], [1.2609, -0.0995, 0.5518], [3.1578, 1.4781, -1.0923], [3.4559, 1.0067, 0.5839], [0.9938, 2.1063, 0.8987], [2.4979, 2.9715, 1.1016], [1.0061, 4.3072, -0.2685]],
  "atomic_forces_ev_per_a": [[0.0220, -0.0557, 0.1651], [-0.0604, -0.0138, -0.1056], [0.0672, 0.0663, -0.1039], [-0.0999, 0.0636, -0.2218], [0.3079, 0.6085, 0.3345], [-0.1904, -0.1644, 0.4190], [-0.5189, -0.0629, -0.4856], [0.1396, 0.0190, 0.0132], [0.0563, -0.0591, 0.3321], [0.0554, 0.0092, -0.0411], [-0.0201, 0.0062, -0.0536], [0.2419, -0.0437, -0.2854], [-0.0348, 0.1435, 0.2736], [0.2828, 0.0529, -0.0952], [0.1775, -0.0230, 0.3823], [-0.0301, 0.0361, 0.1420], [-0.3809, -0.2966, -0.5067], [0.2221, -0.0541, 0.0004], [-0.0543, -0.0224, -0.0433], [-0.0996, 0.0104, -0.0104], [0.1861, 0.0357, 0.1208], [-0.6369, 0.2922, 0.1414], [0.0361, -0.0886, -0.1038], [-0.0733, -0.0355, -0.0682], [-0.1030, 0.0325, 0.0053], [-0.0575, 0.0907, 0.0950], [0.1538, -0.0535, -0.0469], [-0.0953, -0.0427, -0.0484], [0.0771, 0.0177, 0.1117], [0.0254, 0.0924, 0.1432], [0.5401, -0.5176, 0.0721], [-0.2425, 0.0160, 0.0073], [0.1869, 0.0922, -0.0214], [-0.1062, -0.0965, -0.0240], [0.0012, -0.0639, 0.1036], [-0.1010, -0.0212, 0.0564], [0.1152, -0.0035, -0.0611], [0.0502, 0.0921, -0.0652], [-0.0310, 0.0961, -0.0541], [-0.1542, 0.0609, -0.0461], [0.2091, 0.0417, -0.4168], [-0.0089, -0.1785, 0.0109], [-0.0425, -0.0938, -0.1282], [0.0418, 0.0174, 0.0781], [0.0034, -0.1095, 0.0578], [-0.0576, 0.1072, -0.0287]]
}

***

# 2
{
  "formula": "C26H75N3O10",
  "method": "the ωB97M-V functional and the def2-TZVPD basis",
  "spin_multiplicity": 1,
  "gap_ev": 9.52,
  "relative_energy_kcal_mol": 86.8,
  "energy_ha": -1952.00742,
  "homo_energy_ha": -0.32933,
  "symbols": ["C", "C", "O", "H", "H", "H", "H", "H", "H", "C", "C", "O", "H", "H", "H", "H", "H", "H", "C", "C", "O", "H", "H", "H", "H", "H", "H", "C", "C", "O", "H", "H", "H", "H", "H", "H", "C", "C", "O", "H", "H", "H", "H", "H", "H", "C", "C", "O", "H", "H", "H", "H", "H", "H", "C", "C", "O", "H", "H", "H", "H", "H", "H", "C", "C", "C", "O", "C", "N", "H", "H", "H", "H", "H", "H", "H", "H", "H", "H", "H", "C", "C", "C", "O", "C", "N", "H", "H", "H", "H", "H", "H", "H", "H", "H", "H", "H", "C", "C", "C", "O", "C", "N", "H", "H", "H", "H", "H", "H", "H", "H", "H", "H", "H"],
  "xyz": [[-18.3462, 17.3399, -6.6366], [-19.5504, 17.4578, -7.5249], [-19.7430, 18.8062, -7.8345], [-17.4424, 17.7948, -7.0419], [-18.1206, 16.2924, -6.4370], [-18.4201, 17.8544, -5.6785], [-20.4375, 17.0671, -7.0264], [-19.4995, 16.9582, -8.4923], [-20.3855, 19.0212, -7.1544], [-16.2000, 18.6242, -14.1692], [-15.0465, 19.5791, -14.6462], [-15.3716, 20.8705, -14.2034], [-15.8746, 17.5890, -14.0661], [-17.1318, 18.7034, -14.7292], [-16.5607, 18.8913, -13.1758], [-14.6370, 19.4525, -15.6484], [-14.2588, 19.2133, -13.9875], [-15.4244, 20.9211, -13.2462], [-19.9113, 22.8102, -5.2023], [-20.0423, 21.7299, -6.2578], [-21.4062, 21.8215, -6.5637], [-20.2121, 22.3527, -4.2598], [-20.5777, 23.6623, -5.3359], [-18.8995, 23.2155, -5.2122], [-19.6926, 20.7694, -5.8793], [-19.4123, 21.9829, -7.1106], [-21.5180, 22.5555, -7.1724], [-17.3806, 21.4725, -10.9664], [-18.0534, 20.4248, -10.0179], [-17.3405, 19.2484, -9.7642], [-18.0226, 22.3499, -10.8877], [-17.3286, 21.2874, -12.0393], [-16.3748, 21.6033, -10.5672], [-19.0243, 20.1735, -10.4449], [-18.4108, 20.9535, -9.1343], [-17.8542, 18.6875, -9.1784], [-20.4082, 24.4218, -9.9863], [-21.2203, 25.2155, -8.9588], [-21.4554, 24.3938, -7.8362], [-21.0321, 23.5435, -10.1520], [-19.4519, 23.9943, -9.6850], [-20.1677, 24.9410, -10.9140], [-22.2535, 25.3978, -9.2545], [-20.7569, 26.1228, -8.5712], [-20.8791, 24.7228, -7.1425], [-14.2215, 17.7802, -11.2080], [-13.6998, 19.1445, -10.7539], [-14.6509, 20.0926, -11.0732], [-13.5863, 17.0074, -10.7752], [-14.2165, 17.5322, -12.2693], [-15.2176, 17.5532, -10.8278], [-12.6666, 19.3200, -11.0536], [-13.5946, 19.1406, -9.6690], [-15.4349, 19.7811, -10.6151], [-15.3913, 20.9202, -7.1544], [-14.1987, 20.1280, -6.7248], [-13.9113, 20.1152, -5.3654], [-15.1825, 21.9152, -6.7616], [-16.2901, 20.6061, -6.6238], [-15.6667, 20.9295, -8.2090], [-13.2555, 20.3904, -7.2039], [-14.3892, 19.0823, -6.9660], [-14.7226, 20.3831, -4.9275], [-16.1159, 28.1061, -10.4875], [-16.8631, 27.0144, -9.8324], [-16.3592, 26.8715, -8.3652], [-16.8371, 25.7402, -7.5857], [-16.3722, 24.3914, -7.7845], [-18.2944, 27.2903, -9.7299], [-16.2815, 29.1168, -10.1143], [-16.3916, 28.0460, -11.5403], [-15.0322, 28.0060, -10.4268], [-16.7567, 26.0870, -10.3951], [-16.5552, 27.8220, -7.8690], [-15.2693, 26.8551, -8.3618], [-16.7940, 23.8042, -6.9688], [-15.3341, 24.2547, -7.4817], [-16.5332, 23.8374, -8.7094], [-18.8245, 26.5792, -9.2468], [-18.4566, 28.1270, -9.1879], [-13.3707, 24.9688, -10.3318], [-14.0876, 23.7859, -10.9247], [-13.0904, 23.3480, -12.1111], [-12.8875, 24.3482, -13.1340], [-12.0263, 23.9280, -14.1348], [-14.2215, 22.7803, -9.9562], [-13.6159, 25.8679, -10.8971], [-12.2950, 24.7971, -10.3712], [-13.6564, 25.1315, -9.2926], [-15.0998, 23.9222, -11.3054], [-13.4194, 22.4041, -12.5458], [-12.1376, 23.0950, -11.6459], [-11.2137, 23.2430, -13.8928], [-11.6886, 24.8298, -14.6454], [-12.5910, 23.3361, -14.8551], [-14.0791, 22.0042, -10.5867], [-13.3623, 22.7673, -9.4254], [-19.5958, 13.5561, -8.0361], [-18.2723, 12.9471, -8.6518], [-17.0216, 13.8243, -8.2013], [-17.1130, 15.2020, -8.5230], [-15.9624, 15.9964, -8.2362], [-18.1463, 11.6253, -8.0622], [-19.9172, 14.4108, -8.6314], [-19.4531, 13.8325, -6.9914], [-20.4206, 12.8461, -7.9752], [-18.3333, 12.8952, -9.7388], [-16.2059, 13.3873, -8.7772], [-16.7963, 13.7582, -7.1369], [-15.5715, 16.0601, -7.2206], [-16.0150, 16.9895, -8.6824], [-15.0956, 15.5168, -8.6908], [-18.4154, 11.7576, -7.0977], [-18.9066, 11.0538, -8.4018]],
  "atomic_forces_ev_per_a": [[0.8790, -0.6637, 0.4194], [0.2906, -0.6175, -0.1959], [-0.9220, 0.9780, 0.2467], [-0.1080, -0.0884, -0.5160], [0.0700, -0.0190, 0.0575], [-0.7004, -0.0041, 0.1047], [-0.0649, -0.2351, 0.0783], [0.5426, -0.5250, 0.1922], [-0.1175, 1.2506, -0.2982], [-0.1914, 0.2281, -0.7066], [-0.7443, -1.8771, 3.3147], [0.0639, 1.4112, -1.5731], [-0.0475, -0.1052, -0.4199], [0.1969, -0.2105, -0.5867], [0.5942, 0.3517, 0.2917], [-0.7850, 0.6829, -0.1956], [0.7442, 0.0324, -0.1458], [0.2252, -0.5415, 0.1519], [1.1890, -0.0841, 0.6500], [-0.0626, 2.1387, 0.1990], [-0.9416, -2.0882, -0.7515], [0.3621, 0.3383, 0.2931], [-0.1104, -0.2078, -0.3887], [0.2169, -0.0679, 0.6691], [-0.5498, -0.1731, -0.0515], [0.0367, -0.1562, -0.3339], [-0.0846, 0.2814, -0.2435], [-0.1564, -0.9931, 1.1530], [-1.8729, 1.1384, -1.4764], [1.2289, 0.0345, -0.1907], [0.3830, 0.2986, 0.2506], [-0.0634, -0.7248, 0.0928], [-0.0689, 0.8181, -0.1829], [-0.1388, -0.3159, -0.4257], [0.7874, 0.0046, 0.6092], [-0.2066, 0.0885, 0.1329], [-0.4183, -0.1805, -0.2104], [0.1880, -0.2504, -0.0262], [0.3591, -0.6206, 1.3021], [0.0134, -0.0484, -0.5797], [0.0830, 0.3956, 0.8263], [-0.5094, 0.1427, -0.0535], [0.3607, 0.5669, -0.9403], [-0.0144, 0.2832, -0.5485], [-0.0096, -0.2846, 0.2561], [0.8933, -1.0525, 0.4479], [0.0526, -2.0194, 0.7278], [-0.0430, 1.3907, -0.9777], [0.1607, -0.1583, 0.1760], [0.0105, 0.6924, -0.1542], [-0.1338, 0.3734, 0.0197], [-0.3093, 0.5675, -0.8920], [-0.0485, -0.3217, 0.4182], [-0.6101, 0.0906, 0.0670], [-0.2020, 1.0557, 0.9674], [0.4329, -2.0589, -1.3794], [-0.3478, 0.8546, 1.2721], [-0.3029, 0.5229, -0.5247], [-0.0923, -0.3795, 0.1537], [0.5534, 0.0356, -0.0060], [-0.1871, 0.3247, -0.4066], [0.0773, -0.3590, -0.5801], [0.0188, -0.0369, 0.4579], [0.5933, 0.6975, -1.2865], [-0.9130, -0.9186, 3.0326], [1.5079, -1.5304, -0.6129], [-0.6250, 0.4642, -0.7002], [0.5760, 0.3357, 1.2677], [-0.6925, 0.4334, -0.9619], [-0.5646, -0.0528, 0.1392], [0.1234, 0.5338, -0.1264], [0.0341, -0.4672, 0.0076], [0.2066, -0.1163, 0.0853], [-0.7240, -0.2976, 0.4591], [0.4072, -0.3763, -0.1030], [-0.8645, 0.1333, -0.1135], [0.6008, 0.5764, -0.6343], [-0.2225, 0.6564, -0.4007], [0.4103, -0.4121, -0.0512], [0.1375, 0.3106, -0.0364], [-0.8005, 1.1495, 0.0911], [1.6716, 1.6586, -2.2406], [-0.9761, 0.1825, -0.0346], [-0.4727, -0.5542, 2.2944], [-0.4507, -0.3026, -1.5156], [0.7645, -1.7782, 0.1839], [0.3037, 0.1487, 0.0509], [0.0011, 0.1036, 0.0499], [-0.1148, 0.0383, 0.0662], [0.1106, 0.7858, -0.4176], [-0.4227, -0.1245, -0.4343], [0.3393, 0.2002, 0.2522], [0.3723, 0.3971, 0.8141], [0.3345, -0.1677, 0.0418], [-0.2412, -0.0437, -0.3893], [-0.6780, -1.5057, 0.7607], [0.2489, 0.0040, 0.5734], [0.5847, 0.2869, -0.9288], [-1.1182, 1.8197, 2.0772], [-0.0747, -0.5083, -1.0265], [-0.5986, 0.8223, 0.1131], [1.1106, -1.2532, -0.8421], [0.6484, -0.3286, -0.0503], [-0.1316, 0.2079, 0.3037], [0.3664, 0.3497, -0.0086], [0.0703, -0.2645, -0.5339], [0.1227, 0.0239, 0.0711], [0.4970, -0.0717, 0.1991], [-0.2470, -0.5251, 0.2367], [-1.0419, 0.0423, 0.6967], [-0.5525, -0.1389, 0.1100], [0.1887, -0.1271, -0.6305], [0.3337, -0.1809, 0.4689], [0.0127, -0.2198, -0.4039]]
}